# 1
ORCA calculation (ωB97M-V with the def2-TZVPD basis set) on a 14-piece molecular cluster, C76H68Cl4N12O24 overall.

Calculated values
Kohn-Sham gap   8.65 eV
Spin multiplicity   1

Structure (XYZ):
```
184
Properties=species:S:1:pos:R:3:forces:R:3:lowdin_charge:R:1
Cl 6.883 1.251 0.115 0.0180 0.3644 0.6250 0.57
C 7.222 1.692 1.834 -0.3235 -0.3853 0.3135 -0.62
C 5.971 1.809 2.701 0.0699 -0.1876 -0.5985 -0.64
Cl 5.080 3.333 2.376 0.0344 -0.1527 0.0855 0.55
H 7.800 2.610 1.869 -0.0132 0.0469 -0.2255 0.06
H 7.820 0.878 2.238 0.0375 -0.0433 -0.0665 0.06
H 6.237 1.782 3.755 0.1220 0.2321 -0.0036 0.07
H 5.285 0.984 2.523 -0.0255 0.0777 -0.1208 0.03
Cl -3.843 -3.239 4.736 -0.3906 -0.3649 -0.1814 0.63
C -2.611 -2.072 5.211 0.7333 -0.0882 1.0109 -0.65
C -1.234 -2.725 5.317 -0.8341 0.4155 -0.6188 -0.69
Cl -1.085 -3.707 6.781 0.1712 -0.0339 0.2763 0.57
H -2.880 -1.744 6.213 -0.0720 0.2888 -0.1400 0.07
H -2.577 -1.220 4.536 -0.1846 -0.1367 -0.1703 0.04
H -0.530 -1.893 5.313 0.4124 -0.3577 0.1881 0.05
H -1.102 -3.417 4.487 0.3064 0.2237 -0.1150 0.05
C 5.212 -1.213 -2.130 -1.0261 1.5193 0.0686 -0.06
C 4.251 -2.204 -2.099 0.6567 -0.6188 0.0243 -0.07
C 4.192 -3.075 -3.154 -0.3107 -1.5084 -1.1565 -0.01
C 4.992 -2.934 -4.294 0.5811 1.0411 1.4404 -0.15
C 5.946 -1.921 -4.321 -0.5637 0.9034 -0.0315 -0.02
C 5.967 -0.993 -3.269 0.6030 -0.9961 -0.1578 -0.07
N 4.878 -3.865 -5.396 0.1388 -0.3703 -0.3009 -0.36
O 4.156 -4.829 -5.262 -0.2016 -0.0935 0.0653 0.08
O 5.526 -3.631 -6.399 0.0399 0.1323 -0.0734 0.07
H 5.155 -0.486 -1.327 0.5653 -0.0229 0.0081 0.06
H 3.652 -2.375 -1.217 -0.0186 0.0628 -0.0143 0.08
H 3.581 -3.970 -3.146 -0.3391 0.2800 0.1122 0.12
H 6.574 -1.700 -5.172 -0.0540 -0.4513 -0.1497 0.12
H 6.648 -0.158 -3.365 -0.0076 0.0582 0.2692 0.11
C -4.786 -4.780 -6.093 0.3373 -0.3028 -0.7011 -0.07
C -4.739 -3.895 -5.016 0.0114 -1.1010 -0.2357 -0.06
C -3.986 -4.281 -3.925 -0.1294 0.7266 0.3168 -0.02
C -3.207 -5.422 -3.973 0.6660 0.8296 0.3622 -0.16
C -3.134 -6.235 -5.081 -0.7566 -0.2017 -0.4628 0.00
C -3.976 -5.926 -6.155 -0.1450 0.5252 0.8782 -0.05
N -2.277 -5.661 -2.836 -0.6522 -1.0769 0.2559 -0.34
O -2.192 -4.848 -1.940 -0.0893 0.3979 -0.2339 0.06
O -1.722 -6.743 -2.823 0.2554 0.1888 -0.1584 0.08
H -5.436 -4.605 -6.941 -0.0005 0.2437 0.0265 0.10
H -5.295 -2.970 -4.991 -0.1694 -0.0648 -0.0480 0.11
H -4.042 -3.644 -3.052 0.4474 -0.2260 0.1021 0.10
H -2.536 -7.134 -5.087 0.2017 0.1361 0.0511 0.12
H -4.020 -6.584 -7.009 -0.0034 0.0309 -0.0812 0.10
C -8.928 -1.209 3.290 -0.5432 0.2472 0.1597 -0.07
C -8.602 -2.110 2.277 -0.1549 0.5949 0.1585 -0.06
C -7.280 -2.331 1.973 0.4772 -0.3805 -0.0497 -0.01
C -6.307 -1.582 2.633 -0.1162 -0.2383 -0.0126 -0.17
C -6.623 -0.650 3.587 -0.3525 0.2945 0.7084 0.01
C -7.961 -0.487 3.961 0.9436 0.0190 -0.5562 -0.05
N -4.897 -1.744 2.284 1.1782 0.1836 -1.0988 -0.36
O -4.589 -2.634 1.506 -0.5222 -0.2442 0.3420 0.03
O -4.072 -0.934 2.676 -0.7156 -0.0010 0.2719 0.03
H -9.966 -1.045 3.551 -0.0201 -0.0469 -0.0971 0.11
H -9.388 -2.541 1.673 0.0265 -0.3597 0.2105 0.11
H -7.010 -3.113 1.276 0.1821 0.2500 -0.1600 0.12
H -5.845 -0.078 4.075 0.0404 -0.0315 -0.1097 0.12
H -8.172 0.271 4.701 -0.3184 -0.1682 0.1034 0.11
C 1.405 3.973 2.098 -0.0972 0.4370 -0.1399 -0.08
C 1.093 3.027 3.068 -0.4798 0.1188 -0.3512 -0.04
C 0.222 3.366 4.096 -0.5491 -0.4059 0.1985 -0.01
C -0.430 4.591 4.095 0.9170 -1.1038 -0.2046 -0.15
C -0.098 5.523 3.141 -0.0110 1.3960 0.3223 -0.01
C 0.853 5.247 2.164 -0.5335 -0.3708 0.3241 -0.06
N -1.436 4.827 5.143 0.7309 0.4534 -0.0387 -0.35
O -2.283 5.661 4.916 -0.3112 0.1112 -0.0689 0.08
O -1.306 4.214 6.182 -0.2076 -0.1300 0.0153 0.09
H 2.053 3.779 1.255 0.1666 -0.4040 0.2026 0.08
H 1.386 1.998 2.930 0.4287 0.1481 0.3420 0.08
H -0.048 2.670 4.881 0.0996 -0.2013 -0.1791 0.11
H -0.474 6.531 3.284 -0.2816 -0.1109 -0.4052 0.12
H 1.089 5.992 1.418 0.1000 0.0621 0.0641 0.11
C -0.855 0.240 -7.612 0.2675 -0.2289 0.5083 -0.06
C 0.419 -0.338 -7.580 -1.4289 0.9564 -0.1122 -0.06
C 0.685 -1.314 -6.642 1.4841 0.0098 -0.3860 -0.02
C -0.297 -1.756 -5.788 -0.3576 -0.1486 -0.4215 -0.14
C -1.577 -1.250 -5.874 -0.8274 0.4403 0.3734 -0.01
C -1.857 -0.219 -6.756 0.6622 0.4409 -0.6366 -0.05
N -0.001 -2.734 -4.726 0.1445 1.7102 -0.1188 -0.32
O -0.918 -3.405 -4.332 -0.2682 -0.8048 0.2534 0.09
O 1.102 -2.647 -4.228 0.3015 -0.6135 0.0333 0.08
H -1.000 1.122 -8.222 -0.2468 -0.1570 -0.1795 0.11
H 1.122 0.120 -8.261 0.5364 -0.5058 0.2144 0.11
H 1.716 -1.643 -6.585 -0.1688 -0.4027 0.2779 0.12
H -2.359 -1.522 -5.177 0.1821 -0.4445 0.0042 0.10
H -2.804 0.303 -6.774 -0.1574 -0.2614 0.2188 0.11
C 3.084 3.855 7.761 -0.5138 -0.0933 0.3126 -0.06
C 2.986 2.967 6.711 0.1433 -0.8111 -0.0611 -0.07
C 2.067 1.916 6.726 -0.7377 -0.1089 -0.8771 -0.01
C 1.058 1.874 7.679 1.8960 1.2075 1.4507 -0.15
C 1.199 2.738 8.774 -1.1302 0.1256 -0.3511 0.00
C 2.191 3.705 8.828 0.0413 -0.2850 -0.1316 -0.06
N 0.010 0.867 7.684 0.0717 -0.2014 -1.0283 -0.34
O -0.003 0.158 6.690 -0.2998 -0.2567 0.1578 0.06
O -0.777 0.799 8.599 0.1389 0.1272 0.1488 0.10
H 3.830 4.635 7.714 -0.0123 0.0549 0.2480 0.11
H 3.683 3.009 5.885 0.0044 0.0705 -0.0228 0.10
H 2.072 1.187 5.924 -0.0305 0.0510 -0.0230 0.10
H 0.406 2.741 9.512 0.2316 -0.1931 0.2099 0.12
H 2.234 4.297 9.732 0.1181 0.2867 -0.1650 0.10
C 0.804 5.546 -2.706 -0.1572 0.1074 -0.1260 -0.06
C 0.320 4.681 -1.744 0.4378 -0.2266 0.5452 -0.06
C 1.123 3.657 -1.262 0.0316 -0.5900 0.6252 -0.02
C 2.416 3.508 -1.730 -0.3183 0.4597 -0.6498 -0.14
C 2.872 4.359 -2.723 0.8543 0.3025 -0.5084 -0.02
C 2.113 5.422 -3.183 -1.3159 -0.6853 -0.1150 -0.06
N 3.313 2.404 -1.327 -0.5909 -0.1172 0.0650 -0.33
O 2.865 1.527 -0.611 -0.1334 0.2240 0.0226 0.07
O 4.436 2.429 -1.766 0.3902 -0.1018 -0.1266 0.05
H 0.087 6.243 -3.125 0.3426 0.3187 -0.0222 0.11
H -0.650 4.795 -1.284 -0.1579 0.0355 -0.3228 0.10
H 0.723 2.973 -0.523 0.1023 -0.0228 -0.0060 0.11
H 3.814 4.147 -3.211 0.1198 0.0609 0.2724 0.12
H 2.394 6.008 -4.046 0.4020 0.0966 0.1642 0.11
C 4.001 1.887 -6.155 -0.9537 0.0938 0.2937 -0.04
C 2.900 2.756 -6.174 0.9241 -0.5534 0.1732 -0.06
C 1.790 2.501 -5.372 -0.0571 0.4948 -0.5467 -0.01
C 1.722 1.322 -4.654 1.0351 0.5814 -0.5354 -0.16
C 2.784 0.416 -4.693 -1.8386 -0.0588 0.8800 0.00
C 3.914 0.714 -5.406 0.6654 -0.0020 -0.0033 -0.05
N 0.548 1.118 -3.819 -0.8180 -0.3715 0.1202 -0.32
O 0.564 0.245 -2.972 0.3795 -0.1297 -0.0299 0.07
O -0.430 1.819 -4.024 0.2360 0.1206 -0.0517 0.06
H 4.879 2.175 -6.714 0.1306 -0.2643 0.0109 0.11
H 3.031 3.628 -6.798 -0.5256 0.2482 0.2034 0.11
H 0.990 3.225 -5.309 -0.0988 -0.0823 -0.0142 0.12
H 2.608 -0.506 -4.150 0.5507 -0.0628 0.0497 0.11
H 4.730 0.024 -5.262 0.1599 0.0918 -0.5207 0.08
C -2.711 3.189 -0.863 -1.4974 0.1851 0.7266 -0.08
C -3.467 3.774 0.162 0.1284 -0.5983 0.2832 -0.04
C -3.342 3.319 1.472 0.2486 0.0791 -0.2020 0.01
C -2.513 2.228 1.719 0.3090 0.1605 -0.2939 -0.14
C -1.835 1.575 0.707 -0.2719 -0.1985 0.0398 0.03
C -1.990 2.039 -0.591 0.6276 0.2316 -0.6097 -0.07
N -2.386 1.727 3.092 -1.1407 0.7249 0.7429 -0.33
O -1.649 0.818 3.377 0.7123 -0.4694 -0.5418 0.06
O -3.101 2.277 3.916 0.0690 0.0756 0.0295 0.07
H -2.880 3.596 -1.852 0.3481 -0.3292 -0.2157 0.11
H -4.273 4.466 -0.044 0.4081 0.4601 -0.1544 0.11
H -3.846 3.841 2.270 -0.1280 -0.2782 0.1105 0.12
H -1.254 0.690 0.938 0.0027 0.0090 -0.0741 0.11
H -1.554 1.518 -1.435 0.3092 -0.0907 0.1887 0.09
C -0.324 -2.459 -0.158 0.2583 -0.7141 0.5887 -0.04
C -0.861 -2.343 1.130 -0.2294 0.6289 -1.1516 -0.03
C -0.195 -1.568 2.057 -0.2106 -0.5175 0.8340 -0.03
C 1.058 -1.066 1.778 0.2240 0.0636 -0.0419 -0.14
C 1.687 -1.282 0.553 -1.1012 0.1707 -0.5835 -0.01
C 0.944 -1.965 -0.412 0.4417 0.2495 -0.0173 -0.05
N 1.813 -0.362 2.828 1.5279 -0.3500 -0.2779 -0.33
O 2.890 0.082 2.460 0.2346 0.4515 -0.3306 0.04
O 1.492 -0.320 3.992 -1.3081 -0.2860 0.1017 0.08
H -0.816 -3.058 -0.916 -0.1486 0.1235 -0.0046 0.09
H -1.856 -2.722 1.328 0.0499 -0.0825 0.2150 0.10
H -0.641 -1.435 3.034 0.1798 0.2338 -0.0114 0.09
H 2.628 -0.876 0.219 0.1822 0.1044 0.6561 0.09
H 1.410 -2.091 -1.381 -0.2215 -0.0635 -0.1079 0.09
C 2.257 -3.891 4.735 -0.2706 -0.2461 0.3007 -0.07
C 3.266 -3.106 5.291 -0.0041 -0.4517 -0.5665 -0.05
C 4.201 -2.532 4.444 -0.1159 0.8635 -0.0204 0.00
C 4.070 -2.661 3.059 -0.5171 -0.8578 0.7707 -0.15
C 3.060 -3.455 2.543 0.0505 -0.1727 -1.2667 -0.02
C 2.133 -4.065 3.368 0.2761 0.3631 0.7543 -0.06
N 5.065 -2.039 2.176 0.2738 -0.0729 0.6508 -0.33
O 4.926 -2.048 0.977 -0.5601 -0.2338 -0.4156 0.08
O 6.024 -1.552 2.737 0.3897 0.3675 0.1445 0.07
H 1.536 -4.443 5.328 0.1037 0.3489 0.4067 0.09
H 3.341 -2.979 6.360 0.0236 0.0352 0.0244 0.11
H 4.967 -1.886 4.849 0.1073 -0.1298 -0.0724 0.12
H 3.026 -3.639 1.476 -0.0301 0.2056 -0.0061 0.12
H 1.285 -4.659 3.058 0.2595 -0.0490 -0.6286 0.12
C -3.753 -1.539 -1.279 1.5049 0.7648 -1.0272 -0.05
C -4.860 -0.784 -0.994 -0.5928 -0.5029 0.8001 -0.07
C -5.187 0.364 -1.684 -0.0640 0.8472 0.2031 0.01
C -4.335 0.843 -2.665 0.4587 -1.6937 -0.5694 -0.15
C -3.228 0.060 -3.042 -0.3066 0.2717 0.0920 -0.02
C -2.923 -1.079 -2.324 -0.4255 -0.5297 0.3522 -0.06
N -4.601 2.071 -3.399 0.2248 0.6951 0.5592 -0.36
O -3.870 2.365 -4.329 -0.2819 -0.2579 0.0042 0.07
O -5.473 2.794 -2.951 -0.1330 -0.0967 -0.2639 0.07
H -3.421 -2.395 -0.711 -0.3778 -0.1134 0.1106 0.09
H -5.503 -1.078 -0.174 -0.0946 -0.0456 -0.1248 0.09
H -6.073 0.885 -1.350 0.0697 0.3058 -0.3342 0.12
H -2.601 0.314 -3.884 -0.0124 0.4557 0.1262 0.09
H -2.037 -1.643 -2.588 0.0243 -0.0347 -0.0330 0.09
```
Forces are in eV/Å.



# 2
ORCA calculation (ωB97M-V with the def2-TZVPD basis set) on C35H36Cl3GeN3O3Y as an isolated structure.

Calculated values
Net charge   +3
Kohn-Sham gap (alpha / beta)   5.55 / 4.52 eV
Spin multiplicity   1

Structure (XYZ):
```
82
Properties=species:S:1:pos:R:3:forces:R:3:lowdin_charge:R:1
Y 3.176 -0.807 -1.650 -0.1853 -0.4976 -0.2746 1.57
Cl 8.701 -3.032 2.967 0.0175 0.0003 -0.0127 0.76
C 7.613 -2.604 1.710 -0.0869 -0.0051 0.1341 -0.65
C 8.093 -2.463 0.403 0.0100 0.0268 -0.2042 -0.05
C 7.247 -2.131 -0.639 0.0191 -0.0834 0.1061 -0.56
Cl 7.852 -1.959 -2.240 0.0493 0.0034 -0.0646 0.78
C 5.882 -1.933 -0.411 -0.1617 -0.0845 0.3973 -0.33
O 5.054 -1.653 -1.386 -0.0307 0.0739 -0.1007 -0.25
C 5.409 -2.039 0.928 0.0075 0.0650 -0.2258 -0.12
C 4.067 -1.751 1.263 -0.0327 -0.0133 0.1309 -0.11
O 3.156 -1.311 0.502 0.1336 -0.0193 0.1083 -0.17
C 6.286 -2.393 1.977 0.0781 -0.0340 0.0500 -0.03
H 9.144 -2.620 0.200 0.0005 -0.0029 0.0122 0.13
H 3.791 -1.909 2.311 -0.0407 0.0077 -0.0092 0.15
H 5.914 -2.487 2.989 -0.0052 0.0018 -0.0056 0.13
C -2.934 0.010 3.726 0.0023 0.0107 -0.0016 -0.03
C -3.699 0.682 2.578 -0.0062 -0.0106 -0.0074 -0.52
C -3.535 2.205 2.707 0.0138 -0.0233 -0.0044 -0.03
C -5.189 0.351 2.746 -0.0260 0.0126 -0.0130 -0.02
C -3.191 0.181 1.179 0.0694 0.0107 0.0435 -0.42
O -4.037 0.657 0.135 -0.0847 -0.0812 -0.0034 0.00
C -3.165 -1.364 1.100 -0.0071 0.0335 0.0000 -0.08
C -3.604 -1.921 -0.266 -0.0416 -0.0268 -0.0223 -0.11
C -5.070 -1.811 -0.527 0.0466 0.0396 -0.0474 -0.12
C -5.997 -2.460 0.331 -0.0208 -0.0079 0.0082 0.02
C -7.330 -2.432 0.064 -0.0148 0.0035 -0.0062 -0.02
C -7.789 -1.737 -1.093 -0.0514 -0.0054 0.0015 -0.60
Cl -9.423 -1.706 -1.429 0.0436 -0.0005 0.0088 0.94
C -6.880 -1.080 -1.964 -0.0153 0.0059 -0.0113 -0.03
C -5.552 -1.120 -1.678 0.0107 -0.0291 0.0546 0.03
C -1.791 0.789 0.936 -0.0258 0.0068 0.0361 -0.03
N -0.986 0.209 -0.144 0.0736 -0.0414 0.0918 -0.07
C 0.240 -0.291 -0.044 -0.0795 0.0356 0.0956 -0.11
N 0.720 -0.559 -1.258 0.2301 0.0453 -0.0605 -0.01
C -0.311 -0.181 -2.079 0.0349 -0.0627 0.0105 -0.18
N -1.347 0.288 -1.442 -0.0389 0.0239 -0.0519 0.15
H -3.290 0.414 4.673 -0.0025 0.0015 -0.0032 0.10
H -1.860 0.204 3.690 0.0038 -0.0093 0.0045 0.08
H -3.087 -1.068 3.761 0.0026 -0.0008 0.0005 0.09
H -4.073 2.553 3.588 0.0040 -0.0051 0.0027 0.10
H -3.938 2.749 1.849 -0.0087 0.0087 0.0046 0.10
H -2.492 2.499 2.837 0.0000 0.0072 -0.0097 0.09
H -5.500 0.631 3.752 0.0076 -0.0113 0.0073 0.11
H -5.404 -0.711 2.627 -0.0042 0.0004 0.0014 0.08
H -5.839 0.908 2.065 0.0237 -0.0069 -0.0108 0.09
H -4.707 1.243 0.503 0.0421 0.0516 -0.0121 0.10
H -3.806 -1.780 1.875 -0.0085 -0.0046 -0.0088 0.10
H -2.165 -1.740 1.324 0.0073 0.0080 -0.0087 0.13
H -3.366 -2.992 -0.277 0.0065 0.0024 0.0057 0.15
H -3.060 -1.448 -1.080 0.0080 0.0035 0.0055 0.10
H -5.633 -3.007 1.191 -0.0026 0.0011 -0.0001 0.14
H -8.054 -2.933 0.692 0.0128 -0.0035 0.0083 0.13
H -7.267 -0.564 -2.831 0.0143 0.0030 -0.0020 0.13
H -4.837 -0.617 -2.314 -0.0038 0.0045 -0.0032 0.14
H -1.179 0.690 1.831 0.0012 0.0001 -0.0011 0.13
H -1.903 1.846 0.707 -0.0082 0.0029 -0.0131 0.14
H 0.762 -0.443 0.887 -0.0018 0.0104 -0.0009 0.14
H -0.291 -0.273 -3.152 0.0002 0.0080 -0.0216 0.11
Ge 4.292 2.052 -1.289 -0.0004 0.3785 0.1215 1.12
C 3.986 1.253 -3.015 0.0452 0.0002 0.0345 -0.44
C 4.997 0.361 -3.430 -0.0370 0.0022 -0.0587 -0.15
C 4.704 -0.724 -4.250 0.0401 0.0446 -0.0519 -0.06
C 3.399 -0.935 -4.688 -0.0072 -0.0231 -0.0647 -0.05
C 2.407 0.003 -4.383 -0.0294 0.0429 -0.0354 -0.09
C 2.690 1.083 -3.555 -0.0491 -0.0096 0.0011 -0.17
C 2.948 3.025 -0.351 0.0000 0.0574 -0.0505 -0.39
C 3.128 3.199 1.026 0.0080 -0.0232 0.0076 -0.12
C 2.177 3.876 1.771 -0.0129 0.0042 0.0006 -0.05
C 1.041 4.381 1.150 0.0110 -0.0055 -0.0025 -0.05
C 0.855 4.217 -0.218 -0.0044 0.0175 0.0174 -0.06
C 1.803 3.541 -0.969 0.0324 -0.0085 0.0021 -0.11
H 5.756 2.089 -0.902 0.0548 0.0416 0.0328 0.00
H 6.001 0.455 -3.034 0.0066 0.0137 -0.0162 0.11
H 5.489 -1.424 -4.507 -0.0093 -0.0057 0.0112 0.13
H 3.165 -1.791 -5.308 -0.0023 -0.0016 -0.0018 0.13
H 1.415 -0.114 -4.799 -0.0074 -0.0058 -0.0047 0.12
H 1.891 1.758 -3.283 -0.0104 0.0444 -0.0092 0.10
H 4.020 2.828 1.518 0.0053 -0.0005 0.0006 0.11
H 2.332 4.029 2.831 -0.0016 0.0058 -0.0002 0.12
H 0.312 4.932 1.730 -0.0006 -0.0024 -0.0009 0.12
H -0.010 4.648 -0.704 0.0074 -0.0075 -0.0038 0.12
H 1.672 3.477 -2.041 -0.0179 -0.0088 -0.0366 0.09
```
Forces are in eV/Å.



no.,electronic energy (Eh)
1,-7239.4150
2,-5240.2684